A molecular structure, C26H68F6NO16S2V. Source: OMol25; level of theory: ωB97M-V/def2-TZVPD.

Geometry (Å):
O  14.72  0.76  -16.87
V  13.64  0.03  -17.85
O  12.19  0.20  -17.32
C  13.13  -2.51  -21.48
F  12.28  -2.44  -22.49
F  12.56  -3.11  -20.45
F  14.27  -3.04  -21.83
S  13.41  -0.70  -20.88
O  13.72  0.07  -22.04
O  12.20  -0.35  -20.14
N  14.49  -0.88  -19.58
S  16.01  -0.91  -20.11
O  16.21  -1.16  -21.54
O  16.80  0.22  -19.65
C  16.76  -2.39  -19.12
F  16.39  -2.22  -17.84
F  16.17  -3.48  -19.61
F  18.05  -2.40  -19.28
O  13.83  -1.86  -16.45
H  13.66  -1.93  -15.51
H  14.32  -2.67  -16.68
O  13.54  2.26  -18.74
H  14.21  2.95  -18.74
H  13.32  2.13  -19.67
C  16.09  2.82  -23.04
C  16.28  3.83  -24.14
C  15.43  5.09  -23.97
O  17.65  4.27  -24.05
H  16.68  1.90  -23.12
H  15.09  2.41  -22.90
H  16.29  3.26  -22.06
H  16.16  3.47  -25.17
H  14.39  4.97  -24.26
H  15.87  5.94  -24.49
H  15.47  5.32  -22.90
H  17.75  5.13  -23.63
C  9.30  -6.06  -20.89
C  9.82  -4.89  -21.71
C  10.04  -5.19  -23.16
O  8.93  -3.78  -21.57
H  9.07  -5.75  -19.87
H  9.98  -6.91  -20.76
H  8.41  -6.42  -21.40
H  10.82  -4.65  -21.33
H  9.12  -5.30  -23.73
H  10.57  -6.14  -23.29
H  10.47  -4.29  -23.60
H  8.22  -4.01  -20.97
C  20.32  1.31  -20.15
C  19.38  1.53  -21.31
C  20.01  2.30  -22.48
O  18.95  0.25  -21.82
H  21.08  0.56  -20.38
H  19.79  0.96  -19.26
H  20.84  2.25  -19.95
H  18.48  2.08  -21.02
H  19.20  2.55  -23.17
H  20.84  1.77  -22.96
H  20.44  3.22  -22.08
H  18.08  0.15  -21.42
C  16.05  -5.65  -14.99
C  15.70  -5.53  -16.49
C  15.31  -6.80  -17.19
O  14.60  -4.64  -16.54
H  16.90  -6.33  -14.85
H  15.26  -6.00  -14.31
H  16.28  -4.68  -14.55
H  16.49  -4.97  -16.99
H  14.86  -6.67  -18.18
H  14.49  -7.22  -16.59
H  16.12  -7.53  -17.20
H  13.75  -5.10  -16.48
C  17.10  -2.21  -24.31
C  17.79  -3.07  -25.35
C  17.96  -2.31  -26.66
O  19.08  -3.42  -24.88
H  17.81  -1.40  -24.12
H  16.92  -2.83  -23.43
H  16.20  -1.84  -24.80
H  17.26  -4.00  -25.56
H  18.76  -2.76  -27.25
H  18.26  -1.28  -26.48
H  17.06  -2.33  -27.28
H  19.40  -4.19  -25.36
C  9.71  1.89  -18.59
C  8.29  2.15  -18.99
C  7.73  3.28  -18.17
O  8.31  2.56  -20.37
H  9.80  1.73  -17.51
H  10.38  2.69  -18.89
H  10.15  1.02  -19.09
H  7.60  1.31  -18.87
H  7.33  3.02  -17.19
H  6.96  3.84  -18.70
H  8.50  4.03  -17.97
H  8.38  1.74  -20.87
C  15.34  -6.24  -22.44
C  14.94  -6.63  -21.04
C  13.42  -6.70  -20.90
O  15.40  -8.00  -20.96
H  16.27  -6.71  -22.74
H  15.40  -5.15  -22.53
H  14.65  -6.73  -23.13
H  15.43  -6.05  -20.25
H  12.95  -5.72  -20.87
H  13.14  -7.12  -19.93
H  12.93  -7.27  -21.69
H  14.59  -8.49  -20.83
C  18.72  -3.32  -14.75
C  19.63  -2.49  -15.71
C  19.23  -1.11  -15.98
O  21.02  -2.74  -15.43
H  18.91  -4.39  -14.73
H  17.66  -3.10  -14.80
H  18.99  -3.07  -13.71
H  19.56  -2.97  -16.69
H  19.37  -0.46  -15.11
H  18.22  -1.04  -16.39
H  19.93  -0.70  -16.71
H  21.21  -2.59  -14.50

charge = 0
2S+1 = 1
HOMO-LUMO gap = 7.94 eV
energy relative to the best compared isomer or geometry (same formula, charge and spin) = 0.000 eV

12 unconnected molecules or ions with the total composition C26H68O16S10. Source: OMol25; level of theory: ωB97M-V/def2-TZVPD.

Geometry (Å):
C  2.81  -2.52  2.31
S  1.57  -3.80  1.97
O  1.38  -4.61  3.24
C  2.58  -4.77  0.82
H  3.14  -2.09  1.40
H  3.59  -3.04  2.90
H  2.29  -1.72  2.81
H  3.33  -5.41  1.27
H  3.16  -4.20  0.11
H  1.79  -5.30  0.29
C  -4.05  3.38  -3.09
S  -3.31  2.10  -4.04
O  -2.41  2.66  -5.13
C  -2.23  1.41  -2.74
H  -3.47  4.24  -2.77
H  -4.58  2.97  -2.24
H  -4.77  3.85  -3.73
H  -1.51  2.25  -2.45
H  -1.81  0.53  -3.23
H  -2.79  0.98  -1.95
C  -1.35  2.73  4.11
S  -0.86  3.81  2.74
O  0.38  3.24  2.15
C  -2.35  3.51  1.67
H  -2.36  3.04  4.41
H  -0.78  2.97  4.99
H  -1.36  1.71  3.80
H  -2.57  2.42  1.74
H  -2.12  3.92  0.65
H  -3.12  4.18  2.13
C  -1.31  -6.00  1.22
S  -1.03  -4.75  -0.15
O  -1.90  -5.24  -1.27
C  -1.77  -3.22  0.60
H  -0.49  -6.64  1.07
H  -2.28  -6.48  1.11
H  -1.26  -5.52  2.22
H  -1.43  -2.32  0.03
H  -1.42  -3.27  1.60
H  -2.90  -3.30  0.59
C  2.65  -1.02  -2.27
S  1.76  -2.43  -1.72
O  0.67  -2.09  -0.66
C  0.68  -2.69  -3.11
H  1.94  -0.23  -2.47
H  3.14  -1.31  -3.25
H  3.44  -0.83  -1.60
H  1.09  -2.87  -4.07
H  0.01  -1.81  -3.21
H  0.03  -3.54  -2.99
C  5.07  0.06  2.57
S  5.64  -0.35  0.85
O  4.85  -1.33  0.12
C  5.00  1.20  0.27
H  4.01  0.23  2.63
H  5.48  1.00  2.75
H  5.50  -0.65  3.24
H  5.61  1.56  -0.51
H  4.80  1.96  1.04
H  4.05  1.00  -0.30
C  1.01  0.03  -5.78
S  -0.42  -1.00  -6.20
O  -1.19  -1.31  -4.94
C  -1.46  0.24  -7.04
H  1.41  0.56  -6.58
H  1.74  -0.57  -5.31
H  0.71  0.67  -4.99
H  -1.77  0.97  -6.28
H  -2.32  -0.35  -7.40
H  -0.97  0.59  -7.99
C  3.04  2.75  4.19
S  4.37  3.95  3.79
O  5.46  3.11  3.20
C  3.65  4.85  2.33
H  2.63  2.21  3.28
H  2.14  3.25  4.55
H  3.48  2.03  4.92
H  2.73  5.42  2.59
H  3.46  4.04  1.62
H  4.49  5.44  1.94
C  2.05  5.30  -1.11
S  0.37  5.88  -1.22
O  -0.49  5.27  -0.18
C  -0.07  5.15  -2.71
H  2.64  5.84  -1.86
H  1.97  4.18  -1.20
H  2.38  5.62  -0.11
H  0.59  5.57  -3.42
H  -1.12  5.39  -3.03
H  -0.04  4.08  -2.58
C  -3.82  -2.02  4.34
S  -2.16  -2.54  3.98
O  -1.39  -1.39  3.31
C  -1.59  -2.45  5.64
H  -3.70  -1.01  4.79
H  -4.28  -2.64  5.13
H  -4.53  -1.95  3.52
H  -2.10  -1.61  6.12
H  -0.49  -2.14  5.66
H  -1.71  -3.39  6.21
C  -4.49  -3.24  -2.60
C  -4.96  -4.33  -1.52
O  -4.93  -3.53  -0.27
C  -4.77  -2.24  -0.58
O  -4.68  -1.36  0.26
O  -4.49  -2.03  -1.88
H  -5.30  -3.18  -3.35
H  -3.56  -3.49  -2.99
H  -4.26  -5.19  -1.41
H  -6.01  -4.65  -1.56
C  -0.52  0.59  0.68
C  0.81  0.26  1.38
O  1.82  0.91  0.68
C  1.22  1.61  -0.28
O  1.86  2.27  -1.07
O  -0.11  1.55  -0.29
H  -1.20  0.95  1.39
H  -0.90  -0.23  0.09
H  0.91  -0.80  1.28
H  0.98  0.52  2.37

charge = 0
2S+1 = 1
HOMO-LUMO gap = 8.52 eV